1.
A structure of composition C14H12AsIrN5O2S4 at a distorted geometry. Source: the OMol25 dataset; level of theory: the ωB97M-V functional and the def2-TZVPD basis.

- net charge = -1
- LUMO level (alpha / beta) (eV) = 2.013 / 0.098
- 2S+1 = 5
- gap between HOMO and LUMO (alpha / beta) (eV) = 4.9 / 5.2

The geometry in XYZ format:
```
39
C14H12AsIrN5O2S4 | the OMol25 dataset | the ωB97M-V functional and the def2-TZVPD basis
Ir -1.80 0.45 -0.80
As -4.25 -1.29 -2.30
S -6.28 -0.71 -2.23
S -2.48 0.11 -2.99
S -3.24 -1.46 -0.26
S -3.60 -2.89 -3.44
O 4.53 -2.22 -1.49
O 3.76 1.43 3.06
N -3.03 1.89 -0.26
N -7.37 2.87 -0.35
N -5.08 2.98 0.44
N -0.31 -0.75 -1.11
N -0.50 1.00 0.63
C 0.18 2.23 2.60
C 2.06 -1.26 -0.68
C -0.74 1.80 1.68
C 2.08 -2.36 -1.53
C 0.76 0.50 0.58
C 2.53 2.23 3.44
C -0.33 -1.96 -1.83
C 3.36 -3.04 -1.87
C 0.84 -2.70 -2.12
C 0.86 -0.53 -0.50
C 1.76 0.83 1.51
C -4.03 2.44 0.13
C -6.24 2.85 -0.07
C 1.50 1.78 2.53
H -1.33 -2.28 -2.12
H -0.06 2.90 3.42
H 2.34 2.00 4.50
H -1.77 2.16 1.75
H 4.45 1.73 3.65
H 3.45 -3.21 -3.00
H 2.68 0.26 1.50
H 0.78 -3.59 -2.74
H 2.76 3.34 3.45
H 2.95 -0.91 -0.16
H 3.49 -3.95 -1.25
H 5.34 -2.66 -1.80
```

Atom charges from the natural (NBO) analysis, given in e for atoms 1 to 6: 0.943, 0.909, -0.575, -0.255, -0.466, -0.521

---

2.
The molecule C25H24N6O3 at a distorted geometry. Source: the OMol25 dataset; level of theory: the ωB97M-V functional and the def2-TZVPD basis.

- LUMO level (eV) = 0.041
- SMILES = COc1ccc2[nH]c(=O)c(CN(Cc3ccco3)Cc3nnnn3Cc3ccccc3)cc2c1
- gap between HOMO and LUMO (eV) = 8.2

The geometry in XYZ format:
```
58
C25H24N6O3 | the OMol25 dataset | the ωB97M-V functional and the def2-TZVPD basis
O 6.35 -0.48 0.88
O -0.44 -0.17 -2.48
O 0.88 -1.01 1.76
N -4.05 -2.44 0.90
N 1.57 0.48 -1.71
N -1.37 -2.56 -0.31
N -5.65 -1.07 0.49
N -5.28 -2.05 1.20
N -4.63 -0.77 -0.33
C -3.56 3.09 1.14
C 2.77 0.29 -1.07
C 0.57 -0.45 -1.84
C -2.39 3.52 0.55
C -1.02 -2.42 1.10
C -4.65 0.35 -1.23
C 0.83 -1.74 -1.20
C 2.01 -1.96 -0.59
C -3.86 1.49 -0.63
C 3.72 1.30 -0.98
C -0.26 -2.78 -1.21
C -3.63 -1.64 -0.05
C -4.30 2.08 0.55
C 5.20 -0.16 0.23
C 4.92 1.08 -0.34
C -0.44 -1.09 1.49
C 3.03 -0.96 -0.50
C -2.33 -1.59 -0.78
C -1.94 2.94 -0.62
C 4.25 -1.17 0.15
C -1.00 0.16 1.59
C 1.16 0.28 2.03
C 7.36 0.50 0.99
C -2.67 1.93 -1.22
C 0.04 1.04 1.94
H -0.29 -3.19 1.34
H 2.21 -2.92 -0.13
H 8.17 0.02 1.53
H 1.39 1.37 -2.15
H -2.04 0.41 1.47
H 2.18 0.52 2.27
H 4.47 -2.13 0.60
H 0.18 -3.75 -0.95
H -2.31 1.47 -2.12
H -1.02 3.27 -1.08
H -1.96 -0.55 -0.72
H -1.93 -2.60 1.67
H 7.01 1.38 1.55
H -5.21 1.73 1.01
H -4.23 0.05 -2.19
H -0.04 2.10 2.10
H -1.81 4.31 1.02
H -2.53 -1.79 -1.84
H 7.72 0.81 0.00
H -3.91 3.54 2.06
H -0.67 -2.85 -2.22
H 5.64 1.89 -0.29
H 3.51 2.27 -1.42
H -5.70 0.64 -1.36
```

Atom charges from the natural (NBO) analysis, given in e for atoms 1 to 6: -0.491, -0.657, -0.417, -0.319, -0.577, -0.413

---

3.
The molecule C4H6N2O at a distorted geometry. Source: the OMol25 dataset; level of theory: the ωB97M-V functional and the def2-TZVPD basis.

- LUMO level (eV) = 0.872
- SMILES = Nc1cc[nH]c1O
- gap between HOMO and LUMO (eV) = 8.5

The geometry in XYZ format:
```
13
C4H6N2O | the OMol25 dataset | the ωB97M-V functional and the def2-TZVPD basis
O 0.94 1.90 -0.04
N -1.24 1.05 0.22
N 1.83 -0.71 0.12
C 0.45 -0.39 -0.10
C 0.12 0.87 -0.02
C -0.77 -1.15 -0.05
C -1.80 -0.22 -0.08
H -0.95 -2.18 -0.07
H -2.93 -0.19 0.18
H 2.01 -1.34 0.92
H 2.29 -0.97 -0.80
H -1.74 1.99 -0.25
H 1.81 1.35 -0.04
```

Atom charges from the natural (NBO) analysis, given in e for atoms 1 to 6: -0.662, -0.553, -0.874, -0.082, 0.436, -0.280

---

4.
A structure of composition C6H10N3O3S at a distorted geometry. Source: the OMol25 dataset; level of theory: the ωB97M-V functional and the def2-TZVPD basis.

- net charge = +1
- LUMO level (alpha / beta) (eV) = -3.483 / -7.654
- 2S+1 = 3
- gap between HOMO and LUMO (alpha / beta) (eV) = 8.7 / 6.6

The geometry in XYZ format:
```
23
C6H10N3O3S | the OMol25 dataset | the ωB97M-V functional and the def2-TZVPD basis
S 0.37 1.02 -1.47
O -1.46 1.68 0.68
O -3.71 -1.93 -1.01
O 1.14 0.29 -2.33
N -2.97 0.07 -0.07
N -1.53 -1.26 -1.10
N 2.14 1.70 -0.30
C -1.78 0.63 0.18
C -2.88 -1.14 -0.78
C 1.15 0.04 1.32
C 2.35 0.49 0.39
C 0.25 -1.01 0.59
C -0.70 -0.34 -0.43
H -1.17 -2.11 -1.29
H 0.81 -1.65 -0.07
H 2.90 1.98 -0.86
H 2.56 -0.42 -0.21
H -0.40 -1.63 1.17
H 3.18 0.54 1.10
H -3.89 0.17 0.42
H 0.41 0.80 1.56
H 1.47 -0.44 2.27
H 1.75 2.52 0.23
```

Atom charges from the natural (NBO) analysis, given in e for atoms 1 to 6: 1.251, -0.538, -0.475, -0.760, -0.643, -0.577

---

5.
A structure of composition C39H39N6OP2RuS. Source: the OMol25 dataset; level of theory: the ωB97M-V functional and the def2-TZVPD basis.

- net charge = +2
- LUMO level (alpha / beta) (eV) = -5.458 / -6.067
- 2S+1 = 6
- gap between HOMO and LUMO (alpha / beta) (eV) = 6.6 / 7.0

The geometry in XYZ format:
```
89
C39H39N6OP2RuS | the OMol25 dataset | the ωB97M-V functional and the def2-TZVPD basis
Ru -0.98 0.31 1.59
S -0.09 2.63 2.30
P 0.72 -0.21 -1.97
P 1.18 -0.76 0.88
O -1.64 -1.25 3.22
N 1.86 3.72 0.91
N 1.81 -0.29 -0.63
N -2.91 1.00 2.84
N -2.57 -0.11 -0.04
N 0.24 2.67 -0.36
N -0.82 1.77 -0.31
C -3.63 2.06 2.46
C -0.91 -4.21 0.15
C -3.76 0.57 -1.98
C 3.25 -0.05 -0.83
C 3.87 0.24 3.76
C -2.05 3.01 -2.06
C -0.64 -4.98 1.27
C 0.64 1.80 -3.86
C 1.90 -3.30 -4.32
C 0.88 1.52 -2.53
C -2.40 -0.83 4.35
C 0.98 4.19 -3.54
C 1.20 4.00 -2.23
C -1.80 1.88 -1.13
C 2.93 -2.80 -5.10
C 3.62 -1.73 1.82
C -4.35 0.72 4.71
C 4.86 -0.72 3.61
C 2.62 -0.76 1.96
C -4.39 -1.42 -0.83
C 0.60 -2.49 0.93
C 0.24 -4.50 2.23
C -3.37 -1.16 0.07
C -0.32 -2.97 -0.01
C -4.59 -0.54 -1.88
C -2.76 0.75 -1.05
C -4.73 2.51 3.17
C -5.09 1.82 4.32
C 0.72 3.02 0.85
C 1.61 -1.14 -3.27
C 0.86 -3.27 2.06
C 4.73 -1.71 2.65
C 1.24 -2.48 -3.41
C 0.68 3.09 -4.39
C 2.65 -0.64 -4.06
C 3.30 -1.46 -4.97
C 2.75 0.22 2.94
C -3.26 0.34 3.94
C 1.17 2.65 -1.58
H -1.12 -2.05 3.40
H -3.10 3.31 -2.01
H 2.31 4.12 0.11
H -1.60 -4.58 -0.61
H -3.89 1.27 -2.79
H -1.73 -0.52 5.16
H -3.30 2.57 1.56
H -3.19 -1.82 0.91
H 3.51 -2.52 1.08
H 0.49 3.25 -5.44
H 1.39 4.86 -1.59
H 2.17 4.01 1.83
H 5.73 -0.70 4.26
H 3.43 -3.43 -5.81
H 1.56 -2.93 2.81
H -0.57 -2.36 -0.87
H 1.60 -4.34 -4.42
H -4.61 0.16 5.60
H 5.50 -2.46 2.54
H 0.48 -5.10 3.10
H 0.44 0.97 -4.53
H -3.03 -1.65 4.71
H 3.97 1.01 4.52
H -5.28 3.37 2.83
H 4.10 -1.06 -5.58
H -1.43 3.87 -1.81
H -1.83 2.73 -3.09
H 3.65 0.58 -0.03
H 3.39 0.47 -1.77
H -1.11 -5.95 1.39
H -5.01 -2.30 -0.71
H 1.98 0.97 3.06
H 2.15 2.43 -1.12
H -5.37 -0.70 -2.60
H 2.95 0.39 -3.98
H -5.94 2.14 4.90
H 0.43 -2.88 -2.82
H 3.82 -0.97 -0.87
H 1.01 5.19 -3.96
```

Atom charges from the Löwdin analysis, given in e for atoms 1 to 6: 1.007, 0.661, 1.026, 0.911, -0.168, 0.149

---

These records have energy relative to the best compared isomer or geometry (same formula, charge and spin) values of 18.0 31.4 53.3 8.3 0.0 kcal per mole, in the order they appear.